{
  "formula": "C24H41F3P2Ti",
  "method": "ωB97M-V with the def2-TZVPD basis set",
  "symbols": ["H", "C", "H", "C", "C", "H", "H", "H", "C", "H", "Ti", "H", "H", "H", "C", "C", "C", "C", "H", "H", "H", "H", "F", "C", "H", "H", "H", "C", "H", "C", "H", "H", "F", "H", "C", "H", "H", "C", "H", "C", "C", "H", "H", "H", "H", "C", "H", "P", "H", "C", "C", "H", "H", "P", "H", "H", "H", "C", "H", "H", "C", "H", "C", "F", "H", "C", "C", "C", "H", "H", "H"],
  "coordinates": [[1.59896, 2.35703, 2.56650], [-1.77568, 1.82906, 1.89157], [-0.04206, -2.66428, 1.73761], [-1.78531, 0.38005, 3.75105], [0.72397, 0.72957, -0.67205], [-1.52638, 3.29367, 0.31684], [0.56418, 1.41731, 5.31718], [-4.58976, 0.27274, 3.21683], [0.71759, -2.20136, 1.11077], [-1.11788, 0.55378, -1.64814], [-2.71551, 0.65083, 0.48574], [-3.12831, -0.91495, 4.78208], [0.57362, -0.31147, 5.01587], [3.35626, -0.60776, 1.20526], [0.52447, -2.34510, -0.37403], [-1.04279, 0.04780, -5.07620], [-0.50086, 0.86687, 3.57186], [-3.18088, -1.44293, 0.83954], [1.70821, -0.87483, -4.96666], [3.36197, -3.45109, -2.03881], [-1.49770, -1.60974, -0.87669], [4.62298, -0.67170, -2.35913], [-2.51608, -2.57715, 0.35620], [2.72986, -3.14762, -2.88914], [2.44644, -0.31480, -0.91788], [3.67687, 0.47953, -3.42668], [-1.47808, -0.89554, 5.41642], [-4.07414, 1.19400, 2.92053], [-2.60054, 3.88401, 1.62904], [-0.45818, -1.45446, -1.20483], [2.41480, 0.55938, 1.97647], [1.60198, 0.76413, 4.07449], [-4.48040, -1.44328, 0.31140], [0.48450, 1.82131, -0.63433], [0.61364, 2.72332, 2.23343], [2.51461, 1.31280, -0.17615], [-1.56147, 0.95545, -5.36539], [1.25399, 1.72867, -4.27412], [1.78327, -3.72380, -2.95363], [2.30730, -0.25769, 1.25887], [-2.26748, -0.27630, 4.98549], [-0.47443, -0.31703, -5.95392], [-2.56903, 0.43535, 5.77325], [-4.56384, 1.62724, 2.04403], [-0.47750, -1.92039, -2.17111], [1.64015, -1.47718, 1.71875], [0.65405, 2.59687, -4.60627], [0.07263, 0.45044, -3.67498], [1.52989, -2.26762, -0.83595], [3.87003, -0.57589, -3.16705], [1.97659, 0.33343, -0.11785], [0.68439, 3.01749, 1.17403], [-3.21414, 2.60847, 0.48243], [2.34294, -1.39833, -2.63858], [1.93813, 2.02552, -3.44990], [0.45296, -1.94651, -4.18282], [2.03704, -1.81297, 2.69152], [-2.63328, 0.97742, 2.72407], [-1.75075, -0.72937, -4.74849], [4.23060, -1.11998, -4.06380], [-2.27272, 2.98676, 1.05811], [3.30797, -3.24523, -3.82574], [-0.16218, 0.00310, -1.46737], [-3.33468, -1.78936, 2.18902], [0.41694, 3.64995, 2.81133], [0.61294, 0.66013, 4.52266], [1.13784, -1.08265, -4.00471], [-0.47474, 1.76937, 2.49226], [1.84615, 1.37168, -5.14534], [0.12873, -3.36702, -0.50144], [-4.19265, 1.90084, 3.75665]],
  "forces_ev_per_angstrom": [[-0.528, 0.158, -0.135], [-1.107, 0.400, 0.355], [0.709, -1.106, 0.019], [-0.022, 1.059, 0.019], [-2.818, 1.815, 0.851], [-0.183, -0.005, 0.038], [-0.005, -0.121, -0.059], [0.041, 0.182, -0.231], [-1.498, 0.410, -0.196], [0.703, -0.388, 0.423], [1.969, -1.441, 1.551], [-0.012, 0.032, 0.045], [-0.012, 0.028, -0.121], [0.110, 0.582, -0.327], [-0.428, 0.437, -0.080], [-0.232, 0.392, -0.187], [0.519, 0.064, -0.111], [-0.085, -2.139, 1.339], [-0.823, -0.355, 0.910], [-0.338, -0.278, -0.358], [0.688, 0.480, -0.030], [-0.371, 0.237, -0.485], [-1.379, 1.525, 0.347], [0.279, -0.165, -0.459], [-0.467, 0.574, 1.106], [0.308, -0.436, 0.253], [-0.097, 0.051, 0.004], [-0.678, -0.067, 0.840], [-0.153, -0.671, -0.463], [0.425, -0.770, -0.497], [-0.649, -0.432, 0.371], [-0.131, -0.085, -0.093], [1.043, 0.075, 0.232], [0.339, -0.830, -0.234], [0.699, 0.368, -0.338], [0.313, -0.795, 0.329], [-0.422, -0.024, -0.139], [-0.207, 0.547, -0.032], [0.731, 0.144, 0.212], [1.942, -0.353, -1.154], [-0.097, -0.821, -0.208], [-0.179, 0.158, 0.559], [0.141, 0.093, -0.434], [-0.317, 0.099, -0.007], [-0.074, -0.569, -0.718], [-0.142, 0.269, 1.481], [0.465, -0.204, 0.267], [2.252, -2.264, -2.363], [-1.014, -0.357, 0.441], [0.380, -0.298, -0.782], [2.800, 0.971, -0.358], [-0.049, -0.071, 0.409], [0.517, 1.179, 0.257], [-0.218, -0.184, -1.039], [-0.448, -0.075, -0.549], [0.620, 0.566, 0.235], [-0.986, 0.453, 0.103], [0.468, 0.001, -2.186], [0.157, 0.329, -0.189], [0.136, 0.554, 0.363], [-0.498, -0.217, 0.204], [-0.289, -0.305, 0.369], [-2.790, 0.591, 1.771], [-0.066, 0.689, -1.384], [-0.017, -0.333, -0.183], [0.552, 0.072, 0.574], [0.421, 0.571, -0.821], [0.512, -0.477, 0.509], [-0.419, 0.101, 0.628], [0.337, 0.287, -0.144], [-0.328, 0.097, -0.317]],
  "molar_mass_g_mol": 496.40,
  "total_charge": 2,
  "relative_energy_kj_mol": 691.7,
  "homo_energy_ha": [-0.4623, -0.4624],
  "lumo_energy_ev": [-8.523, -8.662],
  "multiplicity": 1,
  "orbital_gap_ev": [4.06, 3.92]
}

{
  "formula": "C24H41F3P2Ti",
  "method": "ωB97M-V with the def2-TZVPD basis set",
  "symbols": ["H", "P", "H", "H", "C", "H", "H", "H", "C", "H", "H", "H", "H", "H", "H", "H", "H", "C", "C", "H", "C", "C", "H", "F", "C", "H", "H", "H", "C", "H", "C", "C", "C", "C", "H", "C", "H", "C", "H", "C", "H", "H", "H", "Ti", "H", "C", "F", "H", "H", "C", "H", "C", "F", "H", "C", "H", "H", "P", "C", "H", "H", "H", "H", "H", "C", "H", "H", "H", "C", "C", "C"],
  "coordinates": [[1.78266, 1.07066, 4.24868], [0.38620, 0.69842, -2.17443], [-2.34969, -0.60240, -2.11479], [-1.21205, -3.76385, 1.10393], [-2.74483, 2.85239, 0.70657], [1.85564, -2.56158, -2.96212], [-4.78020, 2.88872, 1.23670], [0.03582, 1.36998, 4.00933], [-0.08275, -1.98013, 1.59608], [0.58794, 0.17909, 5.21683], [2.67094, 1.22287, -1.80430], [-2.20315, 0.35964, 0.43094], [-0.65954, 2.56103, 0.20845], [3.88059, -0.65477, 2.70047], [1.30361, -4.27485, 0.93445], [-3.81985, 3.32651, -2.07100], [-2.16736, -1.08790, 3.80887], [-2.58118, 0.44432, -1.81531], [-0.02305, -0.01657, -3.85431], [-1.02385, 0.25470, -4.21880], [-0.45079, -0.89798, 2.47384], [-1.66397, 2.36972, -0.21982], [-0.59817, -2.86337, -0.30580], [2.40049, 2.50305, 0.07601], [-3.27632, 1.24942, -2.66734], [-5.74811, 1.92007, -0.58942], [-4.52589, 0.73218, -0.55028], [-2.44291, 3.38636, 1.60134], [1.83039, -1.34639, 2.80044], [-0.59066, 2.88250, -3.11370], [-1.83281, -0.50877, 2.91580], [-1.84962, 0.85710, -0.49539], [0.74078, -0.45225, 3.15096], [3.22891, -1.30230, 3.32530], [0.99026, 2.34980, -3.75903], [4.06892, -1.50345, -1.22917], [0.13983, -1.09323, -3.89587], [-4.03904, 2.55018, 0.49720], [-2.56411, -0.67544, 2.10463], [-1.02242, -2.74959, 0.70603], [3.65269, -2.32364, 3.34080], [-0.78296, 0.45571, -0.39302], [2.85722, -3.38207, 0.78939], [1.51744, -0.31355, 0.90448], [0.37491, -2.38806, -2.00363], [0.79294, 0.59765, 4.21371], [2.16082, 2.30523, 2.25906], [-1.99420, -2.22666, 0.62005], [4.15736, -2.58365, -1.34433], [1.30473, -2.31816, 1.84954], [-5.09123, 2.30635, -2.78275], [2.14601, 0.31847, -2.15769], [3.94382, 1.43616, 1.26856], [-3.41097, 0.96290, -3.70394], [-4.65075, 1.83527, -0.65807], [1.66071, -3.43088, -1.41208], [0.71992, 0.50093, -4.46158], [2.32381, -1.14649, -1.01727], [1.99595, -3.58343, 1.44000], [4.46521, -0.99326, -2.11036], [4.61195, -1.18988, -0.33332], [0.87269, 3.08746, -2.09389], [-1.62430, 2.92050, -1.15509], [-1.84488, 0.55962, 3.20060], [1.46581, -2.48756, -1.93676], [2.37802, -4.10962, 2.32706], [3.21504, -0.89902, 4.34928], [2.37978, 0.06958, -3.20493], [-4.20421, 2.27560, -2.09947], [2.56795, 1.60311, 1.13253], [0.38804, 2.44752, -2.83881]],
  "forces_ev_per_angstrom": [[-0.372, -0.084, 0.058], [-0.216, 0.536, -1.726], [0.224, 0.861, -0.217], [0.115, 0.444, -0.096], [-0.951, -0.247, -0.303], [0.122, 0.125, 0.344], [0.523, -0.078, -0.184], [0.380, -0.153, 0.205], [0.505, -0.087, 0.652], [0.010, -0.035, -0.499], [0.183, -0.579, -0.153], [-0.934, 0.482, -0.525], [-0.368, -0.176, 0.094], [-0.102, -0.261, 0.373], [0.286, 0.329, 0.093], [-0.205, -0.757, -0.060], [0.542, 0.192, -0.615], [1.893, -0.196, -0.216], [-0.011, -0.135, 0.516], [0.362, -0.164, 0.385], [0.953, -0.650, 0.367], [0.051, -0.366, 0.283], [-0.284, -0.047, 0.478], [0.079, -1.163, 0.988], [0.454, -1.160, 1.509], [0.396, 0.396, -0.006], [0.126, 0.745, -0.107], [-0.152, 0.107, -0.083], [-1.400, 0.017, -0.170], [0.378, -0.590, 0.295], [-0.249, 0.622, -0.618], [0.010, -0.709, 1.361], [0.550, -1.136, 0.018], [0.165, -0.152, 0.030], [-0.066, 0.416, 0.437], [0.524, -0.543, 0.660], [-0.164, 0.082, -0.150], [0.295, 0.876, 1.012], [0.222, 0.124, 0.571], [-0.195, 0.149, -0.142], [-0.100, 0.564, -0.006], [-2.273, 0.218, -0.854], [-0.122, -0.293, 0.141], [-2.924, 2.739, 2.246], [0.354, 0.298, 0.099], [0.025, 0.439, -0.016], [0.419, -0.706, -1.249], [0.531, -0.320, 0.002], [0.324, -0.009, 0.020], [-0.531, 0.513, 0.223], [0.680, 0.007, 0.637], [0.282, 0.228, -0.132], [-1.366, -0.041, -0.264], [-0.205, -0.306, 0.092], [-0.991, -0.507, -0.640], [0.068, 0.141, -0.154], [-0.017, -0.298, -0.368], [1.030, -0.989, -5.186], [0.167, -0.318, -0.173], [-0.121, -0.085, 0.168], [0.222, -0.044, -0.220], [-0.027, 0.091, -0.339], [-0.290, 0.111, -0.136], [-0.204, -0.500, -0.182], [-0.189, -0.357, 0.158], [-0.115, 0.180, -0.217], [0.190, -0.086, -0.400], [0.912, -0.151, 0.468], [-0.405, 0.873, 0.180], [0.747, 1.694, 0.783], [0.250, -0.123, 0.461]],
  "molar_mass_g_mol": 496.40,
  "total_charge": 2,
  "relative_energy_kj_mol": 188.1,
  "homo_energy_ha": -0.4921,
  "lumo_energy_ev": -8.773,
  "multiplicity": 1,
  "orbital_gap_ev": 4.62
}

{
  "formula": "C24H41FNO6",
  "method": "ωB97M-V with the def2-TZVPD basis set",
  "symbols": ["C", "H", "H", "O", "H", "C", "H", "C", "H", "C", "H", "H", "C", "H", "H", "H", "C", "C", "C", "C", "H", "H", "H", "N", "H", "H", "F", "O", "C", "H", "H", "C", "H", "C", "H", "H", "H", "H", "H", "C", "C", "C", "H", "H", "H", "O", "H", "C", "H", "H", "H", "O", "C", "H", "O", "C", "C", "H", "H", "H", "H", "H", "C", "H", "H", "H", "C", "C", "H", "C", "O", "H", "C"],
  "coordinates": [[-0.29614, 2.08832, -5.37546], [3.21635, -1.09288, -1.29180], [3.45567, 0.59428, -1.80981], [3.09776, 2.52200, -2.97517], [-6.05952, -1.91600, 3.41562], [-0.57554, 0.45214, 6.00391], [0.63658, 0.97240, -7.81982], [5.07966, 3.38079, -5.66411], [-0.43394, 2.79160, -4.54901], [-1.63416, -5.04850, 3.60303], [-2.10371, -2.38700, 2.47923], [-1.30201, -1.75906, 5.66332], [-4.06169, -1.22733, 5.44965], [1.69871, -0.13373, -3.33440], [4.92583, 4.09638, -6.47706], [-3.22110, -5.44246, 5.19306], [5.38737, 3.21574, -3.33701], [5.88963, 3.97262, -4.54045], [0.63591, 0.90670, -1.72939], [-0.69866, -0.94008, 5.08379], [-0.43334, -0.52802, 1.42748], [-3.37257, -0.27610, 5.65978], [0.35994, -1.71682, 2.68409], [-4.75643, -0.80026, 1.93081], [-1.60376, 0.65984, 3.64604], [-1.39933, 1.24524, 5.73675], [-1.55876, -6.55030, 3.61235], [3.82321, 3.03659, -5.08218], [-1.33169, -0.49802, 3.63872], [-2.73010, -0.52729, 0.82448], [0.42889, -1.30827, 4.95882], [-2.52159, -1.46480, 3.06652], [-2.11808, -3.87071, 5.55548], [-0.07724, -0.62566, 2.53923], [-3.21344, 0.60972, 2.16576], [-4.94558, -3.90302, 4.39795], [-0.42788, 0.66806, -1.79882], [0.46596, 0.97004, 5.74101], [6.96835, 3.88395, -4.69424], [-3.72123, -1.99527, 4.04320], [1.49089, -0.21423, -2.26413], [1.24408, 1.38537, -7.00975], [5.93728, 2.28295, -3.18431], [-0.55771, -4.62622, 3.85553], [5.41270, 3.83267, -2.43580], [0.33507, 0.90158, -4.89694], [-5.49813, -0.48686, 1.23498], [2.72871, -0.12095, -1.41089], [0.99024, -1.17407, -2.08785], [0.82113, 0.10938, 2.81316], [-1.27738, 1.82232, -5.78238], [0.48640, 1.56737, 0.59347], [3.97812, 2.89437, -3.73312], [-3.93474, -2.01673, 6.33587], [1.83460, -0.59719, -5.75466], [-4.99856, -1.52938, 3.06892], [1.20816, 0.44589, -5.84259], [-5.18399, -0.89998, 5.46182], [1.41269, 3.24206, -5.95717], [5.53607, 2.47286, -6.07217], [5.64978, 5.03728, -4.43098], [-0.68784, 0.23076, 7.15970], [-3.87605, -3.64256, 3.95679], [-1.89295, -4.68309, 2.51882], [0.85366, 1.85671, -2.22524], [-3.91780, -3.91328, 2.81753], [0.63098, 2.63467, -6.42943], [-3.24827, -0.54752, 1.87962], [0.12170, 3.25691, -7.17011], [-2.69756, -4.47176, 4.73616], [2.27695, 0.34921, -0.14178], [2.26935, 1.55970, -7.34418], [1.08014, 0.98695, -0.30026]],
  "forces_ev_per_angstrom": [[-0.556, 0.545, 0.178], [-0.053, 0.202, 0.240], [-0.201, -0.123, 0.133], [0.824, 0.674, -1.613], [1.989, 1.219, -1.151], [0.183, 0.013, -0.015], [0.165, -0.092, 0.021], [0.474, 0.133, -0.798], [0.011, -0.306, 0.018], [0.905, 0.174, 0.538], [-0.459, 1.685, 1.391], [1.022, 1.575, -1.232], [0.387, -0.621, 0.747], [0.037, -0.120, 0.383], [-0.191, -0.243, 0.105], [1.331, 2.238, -0.784], [0.253, 0.422, 0.097], [0.738, 0.568, -0.010], [-0.194, -0.346, -0.271], [0.538, 1.328, 0.571], [0.816, 0.103, 2.281], [-1.520, -2.246, -0.655], [-0.924, 2.091, -0.400], [0.147, -3.232, 3.680], [0.084, -2.664, 0.141], [1.441, -1.654, 0.431], [-0.354, 3.535, 0.020], [-0.537, -0.184, 0.932], [1.749, -0.568, -0.789], [-1.456, -0.738, 1.960], [-2.666, 0.543, 0.120], [-0.160, 1.012, -1.099], [-1.330, -1.121, -1.600], [0.248, -0.903, 0.751], [0.281, -2.425, -0.380], [2.257, 0.453, -0.758], [0.079, 0.349, 0.092], [-2.303, -1.162, 0.845], [-0.188, 0.022, -0.063], [-1.909, 1.036, -2.790], [-0.013, -0.371, -0.849], [0.206, 0.477, -0.113], [-0.114, 0.031, 0.135], [-2.120, -1.257, -0.535], [-0.089, -0.428, 0.035], [0.483, -0.562, -0.265], [1.365, -0.552, 1.312], [0.763, -0.452, -0.537], [0.100, 0.077, -0.056], [-2.283, -1.434, -0.862], [0.059, -0.016, 0.043], [1.042, -0.860, -0.759], [-1.194, -0.785, 1.074], [-0.180, 1.859, -1.895], [-1.142, 1.585, 0.466], [-0.045, 0.342, -1.256], [0.953, -1.846, -0.145], [2.077, -0.542, 0.005], [-0.174, -0.126, -0.068], [-0.077, 0.055, 0.037], [0.070, -0.169, -0.056], [0.556, 0.451, -2.425], [-0.649, 0.726, 0.774], [0.306, -1.128, 2.071], [-0.077, -0.071, 0.111], [0.225, 0.384, 2.165], [0.119, 0.926, -0.354], [0.832, 2.811, 0.177], [-0.009, -0.082, 0.157], [-0.374, -1.500, -1.214], [-0.992, 0.580, 0.697], [-0.192, -0.366, -0.068], [-0.396, 1.071, 0.930]],
  "molar_mass_g_mol": 458.59,
  "total_charge": 1,
  "homo_energy_ha": -0.4295,
  "lumo_energy_ev": -4.108,
  "multiplicity": 1,
  "orbital_gap_ev": 7.58
}